# C47H24I4IrN4OS4

C47H24I4IrN4OS4 as an isolated structure at a distorted geometry (ωB97M-V with the def2-TZVPD basis set, the Open Molecules 2025 dataset).

Geometry (Å):
Ir -1.15 -0.01 0.24
I -1.05 -8.48 -4.70
C -1.12 -6.62 -3.73
C -2.10 -6.37 -2.79
C -2.13 -5.15 -2.13
C -1.18 -4.17 -2.41
C -0.21 -4.43 -3.38
C -0.17 -5.65 -4.04
C -1.17 -2.90 -1.65
C -1.34 -1.70 -2.33
C -1.41 -1.53 -3.73
C -1.26 -0.19 -3.98
C -1.13 0.44 -2.72
C -0.75 1.88 -2.50
C -1.31 2.64 -3.72
C -0.63 3.38 -4.67
C -1.29 3.97 -5.74
C -2.66 3.82 -5.87
I -3.66 4.68 -7.50
C -3.37 3.11 -4.92
C -2.70 2.53 -3.86
C -1.35 2.55 -1.29
N -1.58 1.92 -0.13
C -2.06 2.87 0.75
C -2.34 2.64 2.11
C -3.12 3.69 2.81
C -2.73 4.29 4.00
C -3.56 5.19 4.66
C -4.80 5.49 4.12
I -6.10 6.79 5.14
C -5.20 4.94 2.91
C -4.36 4.05 2.27
C -1.99 1.48 2.79
C -2.22 1.23 4.18
C -1.75 0.00 4.46
C -1.25 -0.55 3.22
N -1.41 0.36 2.22
C -0.78 -1.86 3.08
C -0.61 -2.50 1.85
C -0.21 -3.87 1.67
C -0.40 -4.18 0.37
C -0.87 -2.99 -0.29
N -0.94 -1.96 0.63
C -0.62 -2.67 4.32
C -1.35 -3.84 4.51
C -1.22 -4.58 5.67
C -0.35 -4.15 6.66
I -0.16 -5.27 8.43
C 0.39 -2.99 6.49
C 0.25 -2.26 5.33
C -2.11 4.12 0.10
C -1.65 3.92 -1.18
N -1.23 -0.45 -1.73
H -2.85 -7.13 -2.56
H -2.89 -4.97 -1.38
H 0.54 -3.68 -3.60
H 0.60 -5.85 -4.77
H -1.51 -2.32 -4.46
H -1.21 0.30 -4.94
H 0.43 3.53 -4.61
H -0.73 4.54 -6.47
H -4.45 3.01 -4.99
H -3.26 1.98 -3.12
H -1.75 4.08 4.42
H -3.24 5.65 5.58
H -6.15 5.20 2.48
H -4.68 3.60 1.34
H -2.70 1.92 4.86
H -1.78 -0.52 5.40
H 0.18 -4.52 2.44
H -0.22 -5.12 -0.12
H -2.03 -4.17 3.74
H -1.81 -5.48 5.81
H 1.08 -2.67 7.26
H 0.84 -1.36 5.19
H -2.41 5.05 0.55
H -1.54 4.65 -1.97
O 3.30 4.27 -3.98
C 2.61 3.39 -3.58
S 1.57 3.52 -2.15
C 0.84 1.84 -2.22
C 1.65 0.99 -3.16
S 1.96 -0.55 -2.62
S 2.57 1.77 -4.38
S 1.20 0.98 -0.62

Output
E   -135718.5266 eV
2S+1   2
E_LUMO (alpha / beta)   -1.994 / -2.548 eV
Molecular weight   1488.84 g/mol
Gap between HOMO and LUMO (alpha / beta)   4.71 / 4.10 eV

Atom charges from the Löwdin analysis, given in e for atoms 1 to 2:
1. Ir 1.224
2. I 0.845

# C47H30FNO10

A 4-piece molecular cluster, C47H30FNO10 overall at a distorted geometry (ωB97M-V with the def2-TZVPD basis set, the Open Molecules 2025 dataset).

Geometry (Å):
O 1.60 -0.96 -1.42
C 0.77 -0.07 -1.31
C 0.40 0.45 0.02
C 1.02 -0.07 1.16
C 0.71 0.45 2.42
C -0.23 1.48 2.54
C -0.86 1.98 1.41
C -0.55 1.46 0.14
C -1.24 1.99 -1.05
O -2.12 2.84 -0.93
C -0.86 1.49 -2.38
C -1.48 2.01 -3.52
C -1.10 1.56 -4.79
C -0.11 0.59 -4.92
C 0.51 0.06 -3.78
C 0.12 0.51 -2.51
H 1.75 -0.87 1.08
H 1.19 0.05 3.31
H -0.46 1.88 3.52
H -1.59 2.78 1.51
H -2.26 2.76 -3.43
H -1.59 1.97 -5.68
H 0.20 0.25 -5.91
H 1.28 -0.69 -3.89
O -0.55 3.80 5.54
C -0.46 3.98 6.75
C -0.92 5.26 7.34
C -1.47 6.25 6.51
C -1.94 7.44 7.06
C -1.87 7.65 8.44
C -1.30 6.67 9.26
C -0.82 5.48 8.71
C -0.22 4.45 9.59
O -0.08 4.67 10.79
C 0.22 3.17 9.00
C 0.77 2.18 9.83
C 1.15 0.95 9.29
C 1.00 0.71 7.92
C 0.47 1.70 7.09
C 0.08 2.94 7.63
H -1.53 6.09 5.43
H -2.37 8.21 6.42
H -2.24 8.57 8.88
H -1.25 6.84 10.34
H 0.89 2.36 10.89
H 1.57 0.19 9.93
H 1.29 -0.25 7.50
H 0.35 1.51 6.03
O 0.39 -2.02 -7.98
C -0.25 -2.49 -8.91
C -1.71 -2.30 -8.98
C -2.37 -1.56 -8.00
C -3.74 -1.34 -8.08
C -4.47 -1.86 -9.15
C -3.82 -2.62 -10.13
C -2.44 -2.85 -10.04
C -1.77 -3.67 -11.07
O -2.42 -4.19 -11.97
C -0.30 -3.84 -11.00
C 0.35 -4.59 -11.99
C 1.74 -4.73 -11.96
C 2.48 -4.13 -10.94
C 1.83 -3.40 -9.94
C 0.43 -3.26 -9.97
H -1.81 -1.14 -7.16
H -4.25 -0.75 -7.32
H -5.54 -1.68 -9.23
H -4.39 -3.03 -10.96
H -0.22 -5.05 -12.80
H 2.25 -5.30 -12.73
H 3.56 -4.23 -10.92
H 2.41 -2.93 -9.15
N 3.14 -2.56 7.55
C 3.02 -1.59 6.68
O 2.84 -0.57 5.63
O 2.04 -0.96 4.69
C 0.96 -1.84 5.19
O -0.11 -1.38 5.88
O 0.95 -3.31 4.92
C 1.01 -3.56 3.47
C 2.35 -4.40 2.99
C 3.77 -3.74 3.45
F 4.63 -4.85 3.98
H 0.88 -2.55 2.86
H 0.08 -4.24 3.17
H 2.28 -5.46 3.54
H 2.34 -4.55 1.81
H 3.70 -2.94 4.30
H 4.31 -3.24 2.52

Output
SMILES   O=C1c2ccccc2C(=O)c2ccccc21.O=C1c2ccccc2C(=O)c2ccccc21.O=C1c2ccccc2C(=O)c2ccccc21.N#COOC(=O)OCCCF
E   -73899.5814 eV
2S+1   1
E_LUMO   -1.572 eV
Molecular weight   787.75 g/mol
Gap between HOMO and LUMO   8.22 eV

Atom charges from the Löwdin analysis, given in e for atoms 1 to 2:
1. O 0.093
2. C -0.279

# C47H34BrClGeHfN7O2SbSe4

C47H34BrClGeHfN7O2SbSe4 as an isolated structure at a distorted geometry (ωB97M-V with the def2-TZVPD basis set, the Open Molecules 2025 dataset).

Geometry (Å):
Hf 0.91 -1.91 0.16
Br 7.04 -3.63 1.73
C 6.30 -2.53 3.08
C 6.96 -1.37 3.46
C 6.40 -0.56 4.44
C 5.16 -0.89 4.99
C 4.53 -2.08 4.64
C 5.10 -2.90 3.68
N 4.67 0.03 5.99
N 3.51 0.43 6.02
C 2.60 0.11 4.95
C 1.38 -0.42 5.29
C 0.48 -0.90 4.31
C 0.82 -0.81 2.98
O 0.08 -1.24 1.98
C 2.05 -0.17 2.62
N 2.31 -0.14 1.29
C 3.40 0.46 0.88
C 4.29 1.09 1.76
C 4.06 1.03 3.11
C 2.93 0.34 3.59
H 7.90 -1.11 3.00
H 6.90 0.34 4.76
H 3.60 -2.37 5.10
H 4.62 -3.82 3.39
H 1.14 -0.54 6.34
H -0.45 -1.36 4.60
H 3.63 0.42 -0.18
H 5.16 1.60 1.37
H 4.73 1.52 3.81
C -8.87 8.16 0.00
O -9.14 6.78 0.13
C -8.10 5.92 0.08
C -8.42 4.57 0.16
C -7.42 3.62 0.11
C -6.08 3.99 -0.01
C -5.77 5.35 -0.09
C -6.77 6.31 -0.05
C -5.00 3.01 -0.07
N -3.75 3.29 -0.36
C -3.09 2.09 -0.30
C -3.96 1.07 0.03
N -5.19 1.67 0.17
C -3.56 -0.29 0.18
C -4.40 -1.35 0.53
C -3.87 -2.61 0.65
C -2.50 -2.79 0.44
N -1.68 -1.81 0.11
C -2.19 -0.57 -0.02
C -1.28 0.49 -0.39
N 0.01 0.14 -0.61
C 0.84 1.07 -1.03
C 0.51 2.42 -1.17
C -0.78 2.80 -0.91
C -1.71 1.82 -0.54
H -9.83 8.66 0.02
H -8.37 8.38 -0.94
H -8.25 8.52 0.83
H -9.46 4.29 0.25
H -7.71 2.58 0.17
H -4.74 5.64 -0.19
H -6.49 7.36 -0.11
H -6.05 1.24 0.42
H -5.46 -1.19 0.68
H -4.48 -3.46 0.91
H -2.06 -3.77 0.54
H 1.85 0.74 -1.26
H 1.26 3.12 -1.50
H -1.11 3.82 -1.00
Ge 1.12 -2.11 -2.67
C 1.77 -0.46 -3.59
C 3.13 -0.15 -3.60
C 3.59 1.05 -4.13
C 2.69 1.96 -4.67
C 1.33 1.66 -4.68
C 0.88 0.46 -4.14
C 2.08 -3.54 -3.63
C 2.83 -4.54 -3.02
C 3.42 -5.55 -3.76
C 3.28 -5.57 -5.14
C 2.56 -4.58 -5.77
C 1.96 -3.57 -5.02
H -0.32 -2.19 -3.27
H 3.85 -0.86 -3.20
H 4.65 1.27 -4.13
H 3.04 2.90 -5.08
H 0.62 2.36 -5.11
H -0.18 0.24 -4.16
H 2.94 -4.53 -1.94
H 3.99 -6.33 -3.26
H 3.74 -6.37 -5.72
H 2.45 -4.59 -6.85
H 1.40 -2.80 -5.53
Se 1.59 -8.52 1.59
Sb -0.29 -7.18 1.65
Se -0.01 -4.52 -0.91
Se -0.89 -6.74 -0.90
Se 0.42 -4.21 1.43
Cl 3.23 -2.67 0.22

Output
E   -472132.0231 eV
2S+1   1
E_LUMO   -1.453 eV
Molecular weight   1532.89 g/mol
Gap between HOMO and LUMO   5.85 eV

Atom charges from the Löwdin analysis, given in e for atoms 1 to 2:
1. Hf 0.946
2. Br 0.744